Entry 1:
{
  "formula": "C7H13N",
  "method": "ωB97M-V with the def2-TZVPD basis set",
  "elements": ["C", "C", "C", "C", "C", "C", "C", "N", "H", "H", "H", "H", "H", "H", "H", "H", "H", "H", "H", "H", "H"],
  "xyz": [[-0.693, 1.436, 1.916], [0.196, 0.912, 1.084], [0.357, -0.351, 0.352], [1.383, -1.161, 0.095], [2.778, -0.839, 0.595], [-1.023, -0.709, -0.116], [-1.809, 0.044, -1.198], [-1.002, 0.494, -2.306], [-1.611, 0.960, 2.214], [-0.672, 2.451, 2.287], [0.948, 1.682, 0.772], [1.162, -2.088, -0.416], [2.967, 0.209, 0.345], [2.957, -0.976, 1.663], [3.600, -1.395, 0.120], [-1.644, -0.920, 0.764], [-0.940, -1.694, -0.626], [-2.547, -0.636, -1.671], [-2.541, 0.806, -0.830], [-1.485, 1.061, -2.995], [-0.324, 1.188, -1.992]],
  "mol_weight_g_mol": 111.19,
  "largest_force_ev_per_a": 3.79,
  "e_above_lowest_kcal_mol": 50.1,
  "e_tot_ha": -329.19164,
  "smiles": "C=C/C(=C\\C)CCN",
  "homo_ha": -0.3272,
  "homo_lumo_gap_ev": 9.959
}

Entry 2:
{
  "formula": "C7H13N",
  "method": "ωB97M-V with the def2-TZVPD basis set",
  "elements": ["C", "C", "C", "C", "C", "C", "C", "N", "H", "H", "H", "H", "H", "H", "H", "H", "H", "H", "H", "H", "H"],
  "xyz": [[2.493, 1.061, 0.211], [-0.458, -0.084, 1.501], [0.358, -0.571, 0.388], [-0.868, 0.121, 0.002], [0.942, -1.795, -0.302], [-0.689, 1.642, -0.259], [-2.089, -0.450, -0.555], [3.244, 0.159, -0.094], [2.424, 2.087, 0.314], [-1.118, -0.839, 1.963], [-0.083, 0.886, 2.079], [0.394, -2.234, -1.058], [0.968, -2.516, 0.516], [2.002, -1.435, -0.563], [0.134, 2.148, 0.327], [-1.647, 2.226, -0.204], [-0.428, 1.922, -1.349], [-2.871, 0.182, -0.550], [-2.327, -1.409, -0.027], [-2.118, -0.873, -1.590], [4.302, 0.302, -0.273]],
  "mol_weight_g_mol": 111.19,
  "largest_force_ev_per_a": 5.11,
  "e_above_lowest_kcal_mol": 154.9,
  "e_tot_ha": -329.02459,
  "homo_ha": [-0.2649, -0.2723],
  "homo_lumo_gap_ev": [7.926, 8.359]
}

Entry 3:
{
  "formula": "C7H13N",
  "method": "ωB97M-V with the def2-TZVPD basis set",
  "elements": ["C", "C", "C", "C", "C", "C", "C", "N", "H", "H", "H", "H", "H", "H", "H", "H", "H", "H", "H", "H", "H"],
  "xyz": [[1.140, -1.878, -0.405], [-0.499, 2.481, 0.030], [1.096, -0.554, -0.378], [2.036, 0.406, -1.005], [-1.782, -0.163, -0.442], [-0.705, -0.717, 1.761], [-0.519, 0.106, 0.518], [-0.089, 1.454, 0.722], [0.246, -2.361, -0.047], [1.867, -2.497, -0.764], [0.062, 3.356, 0.232], [-1.295, 2.407, -0.736], [2.411, 1.117, -0.308], [1.781, 0.807, -1.917], [2.934, -0.072, -1.191], [-2.746, 0.096, 0.134], [-1.883, -1.337, -0.748], [-1.788, 0.306, -1.462], [0.269, -0.924, 2.253], [-1.591, -0.356, 2.296], [-0.943, -1.675, 1.457]],
  "mol_weight_g_mol": 111.19,
  "largest_force_ev_per_a": 4.08,
  "e_above_lowest_kcal_mol": 87.1,
  "e_tot_ha": -329.13272,
  "homo_ha": -0.3335,
  "homo_lumo_gap_ev": 10.011
}

Entry 4:
{
  "formula": "C7H13N",
  "method": "ωB97M-V with the def2-TZVPD basis set",
  "elements": ["C", "C", "C", "C", "C", "N", "C", "C", "H", "H", "H", "H", "H", "H", "H", "H", "H", "H", "H", "H", "H"],
  "xyz": [[2.236, -0.403, -0.517], [-2.248, 1.563, 0.161], [-0.705, -1.513, -1.054], [1.106, 0.076, 0.360], [-0.951, 0.812, 0.051], [1.422, -0.017, 1.748], [0.333, 1.258, -0.044], [-0.744, -0.633, 0.177], [0.678, 0.323, 2.348], [1.697, -0.947, 2.045], [0.733, 2.189, -0.441], [-1.261, -1.130, 1.008], [2.187, 0.050, -1.510], [3.217, -0.183, -0.086], [2.166, -1.486, -0.670], [-2.734, 1.651, -0.816], [-2.092, 2.583, 0.523], [-2.943, 1.055, 0.838], [-0.224, -1.004, -1.892], [-0.156, -2.444, -0.869], [-1.718, -1.803, -1.361]],
  "mol_weight_g_mol": 111.19,
  "largest_force_ev_per_a": 2.47,
  "e_above_lowest_kcal_mol": 55.0,
  "e_tot_ha": -329.18385,
  "homo_ha": -0.2772,
  "homo_lumo_gap_ev": 8.527
}

Repeat the first record exactly.
{
  "formula": "C7H13N",
  "method": "ωB97M-V with the def2-TZVPD basis set",
  "elements": ["C", "C", "C", "C", "C", "C", "C", "N", "H", "H", "H", "H", "H", "H", "H", "H", "H", "H", "H", "H", "H"],
  "xyz": [[-0.693, 1.436, 1.916], [0.196, 0.912, 1.084], [0.357, -0.351, 0.352], [1.383, -1.161, 0.095], [2.778, -0.839, 0.595], [-1.023, -0.709, -0.116], [-1.809, 0.044, -1.198], [-1.002, 0.494, -2.306], [-1.611, 0.960, 2.214], [-0.672, 2.451, 2.287], [0.948, 1.682, 0.772], [1.162, -2.088, -0.416], [2.967, 0.209, 0.345], [2.957, -0.976, 1.663], [3.600, -1.395, 0.120], [-1.644, -0.920, 0.764], [-0.940, -1.694, -0.626], [-2.547, -0.636, -1.671], [-2.541, 0.806, -0.830], [-1.485, 1.061, -2.995], [-0.324, 1.188, -1.992]],
  "mol_weight_g_mol": 111.19,
  "largest_force_ev_per_a": 3.79,
  "e_above_lowest_kcal_mol": 50.1,
  "e_tot_ha": -329.19164,
  "smiles": "C=C/C(=C\\C)CCN",
  "homo_ha": -0.3272,
  "homo_lumo_gap_ev": 9.959
}